{
  "formula": "C67H70N9O5Rb",
  "method": "the ωB97M-V functional and the def2-TZVPD basis",
  "species": ["H", "H", "C", "C", "H", "H", "H", "N", "H", "H", "H", "H", "C", "C", "H", "H", "C", "N", "C", "N", "H", "C", "H", "C", "N", "C", "C", "C", "C", "C", "H", "H", "H", "C", "C", "H", "C", "C", "C", "H", "H", "C", "H", "H", "C", "H", "C", "H", "C", "C", "C", "Rb", "C", "H", "C", "H", "C", "C", "C", "N", "C", "H", "H", "H", "C", "C", "O", "C", "C", "H", "C", "C", "H", "H", "C", "H", "C", "C", "H", "H", "H", "C", "H", "C", "C", "H", "H", "C", "C", "O", "N", "C", "H", "C", "C", "C", "H", "H", "C", "C", "C", "H", "C", "O", "H", "N", "H", "H", "H", "H", "C", "C", "H", "C", "C", "H", "H", "H", "C", "H", "H", "N", "C", "H", "H", "O", "C", "C", "H", "H", "C", "H", "C", "H", "H", "O", "H", "H", "C", "H", "C", "H", "H", "H", "H", "H", "C", "N", "C", "C", "H", "H"],
  "positions_angstrom": [[4.0108, -3.1354, 2.2953], [-4.4783, 0.5594, -2.6158], [2.2892, -3.4416, 7.7042], [0.8871, -4.9689, -1.1917], [2.8486, -7.5044, 0.6780], [-7.8244, -2.8357, -1.3275], [1.7515, -1.4722, 8.3945], [-5.5160, -2.9707, 0.0235], [-5.2962, -3.5415, 3.0812], [-0.5252, -5.2655, 0.9300], [-2.5171, 4.8404, 6.3366], [3.0274, -4.6166, 0.2936], [1.7733, -6.9667, 3.9098], [-5.3448, -4.9412, 1.4101], [-1.4379, -4.6324, -2.5960], [-0.3766, 1.6551, 5.7677], [-0.0038, 1.1293, 4.9022], [1.1377, -1.9763, 1.0514], [5.7780, -0.5266, 4.1981], [0.0330, 0.1110, 2.8444], [-2.2138, 2.8439, -1.8899], [2.8240, -7.0733, 1.6743], [6.6657, 0.0069, 3.8818], [-2.8381, 0.8321, 2.2822], [0.1748, -5.9994, 0.8726], [-2.7638, 2.0255, 4.4412], [-0.3502, 0.9491, -3.5457], [3.1037, -2.9684, 1.7324], [1.4622, 4.5930, 3.5970], [-2.7900, -3.0126, -2.0135], [-5.6459, -6.6871, 2.6367], [1.1859, 3.3005, 1.2851], [0.8069, 6.8877, 2.2465], [-3.5849, -1.0313, -0.6265], [-7.1007, -2.0905, -1.6194], [1.6548, -4.2084, 9.6210], [1.4061, -5.0901, -2.4732], [-4.9022, -1.0887, -1.3383], [-6.1947, -4.0461, 0.4990], [-4.3062, 0.5758, 4.6659], [-4.5757, -2.8289, 0.3631], [-5.8648, -2.0604, -0.9795], [-2.3991, 2.3946, -3.4562], [0.8767, -7.1467, 4.4986], [0.3224, 4.7990, 2.5924], [-0.0728, 4.2585, 0.5249], [0.4850, -3.6474, -0.6270], [-0.8314, 6.4236, 1.7514], [-2.6001, -1.9667, -1.0137], [0.2546, -6.7593, 2.0125], [1.3479, -3.0951, 0.3309], [-0.3525, 0.5732, 0.1796], [1.6788, -3.3253, 6.2993], [2.9079, -5.9895, 1.5850], [-4.6015, -4.1427, 2.4901], [-3.8351, -3.4794, 2.0811], [-0.9607, 4.0406, 2.9749], [-4.0532, 3.3638, 6.5603], [1.0189, -7.3743, -0.9658], [-2.5220, -0.1167, 1.3872], [-6.2523, -5.9754, 2.0741], [2.6144, -7.5004, 4.3587], [-4.8368, -6.2748, -0.2345], [1.3747, 2.3071, -3.9669], [3.4664, -4.4357, 7.6468], [-5.2159, -0.1855, -2.3417], [-0.7004, -6.8038, 2.7713], [2.2166, -0.9825, 3.0216], [-0.4774, 2.2406, -2.7079], [-1.2031, 0.5738, -4.1070], [0.7238, -6.1309, -0.4146], [-2.9176, 3.8976, 5.9776], [4.1409, -4.2873, 8.4933], [0.3746, -3.3570, 8.7279], [-3.5019, -0.1397, 0.4572], [1.7745, -8.4476, -2.6550], [2.6008, -3.7266, 0.7323], [-4.5755, 2.1759, 6.0642], [0.8149, -8.2705, -0.3944], [3.6979, -7.4387, 2.2195], [-3.6710, -3.1598, -2.6211], [-6.4450, -0.2232, -2.9877], [4.5502, 0.1946, 2.5872], [1.3387, -8.9604, 2.4726], [-3.9318, 1.5239, 5.0281], [1.2353, -9.3625, 1.4626], [-6.8304, -6.5143, 1.3239], [-2.2901, 3.2589, 4.9111], [4.5953, -0.4177, 3.4790], [0.6213, -3.8778, 6.0505], [2.2846, -2.6126, 5.2941], [0.7697, 4.3071, 1.2128], [6.7235, -1.4601, 5.8812], [2.1468, -1.8815, 1.9368], [1.5664, -7.4440, 2.4598], [-1.6597, -3.7603, -1.9985], [3.0794, -5.4547, 7.6918], [1.6462, -2.5386, 4.5040], [-0.7369, 0.8448, 3.6693], [0.2936, 2.2433, -4.0256], [1.2223, -4.0351, 8.6320], [-5.4723, 1.7511, 6.4981], [5.8082, -1.3411, 5.3136], [-7.3490, -4.3135, 0.1968], [0.4284, -9.1889, 3.0278], [-1.8012, 2.9061, -2.8151], [-4.5357, 3.8772, 7.3829], [3.3269, -1.4956, 7.6238], [3.1346, -2.1769, 9.2438], [2.3986, 4.9405, 3.1563], [1.7451, -6.3286, -3.0012], [4.6743, -2.0343, 5.7166], [2.0279, 0.5524, 5.4756], [3.4462, -1.0898, 3.8659], [1.2018, -0.1185, 3.4696], [1.5714, 3.5340, 3.8398], [-4.5850, 2.2783, 2.4308], [4.7642, -2.6874, 6.5687], [-0.0632, 6.2833, 2.5130], [-8.3424, -1.2072, -3.1220], [0.3069, 0.1743, -3.1647], [-1.3745, -2.0726, -0.4618], [1.2118, 0.5509, 4.7664], [-3.7054, -6.3075, 1.1329], [-3.6836, -4.9530, -0.0085], [0.1145, 2.3666, -1.5501], [-4.3274, -5.6628, 0.5148], [3.4738, -1.9142, 5.0180], [2.1563, -6.4006, -4.0006], [1.5397, -4.1921, -3.0635], [-0.7776, -3.1466, -1.0088], [-6.9564, -5.4924, 2.7547], [-4.1076, 1.4602, 1.9153], [4.0371, -4.3558, 6.7229], [0.8492, -4.9750, 8.2306], [-1.7526, 3.6623, 2.1426], [1.5300, 4.9751, 0.8026], [-4.0895, -4.8399, 3.1554], [-4.5217, 0.8517, 0.7824], [-6.6666, 0.4910, -3.7716], [-2.0700, 1.2181, 3.4100], [1.3164, 5.1569, 4.5245], [-0.5650, 4.3891, 4.9509], [-0.1334, 2.7332, -4.8973], [-5.4164, 1.0514, 0.2128], [1.9802, -5.8948, 3.9353], [1.5396, -7.4720, -2.2464], [-1.1739, 3.8972, 4.3223], [-7.3811, -1.1742, -2.6230], [2.6608, -2.0622, 8.2659], [-0.4548, 6.6453, 3.4679], [2.1795, -9.4634, 2.9554]],
  "forces_ev_per_angstrom": [[0.025, 0.002, -0.020], [0.035, -0.020, 0.027], [-0.065, -0.013, 0.104], [-0.011, -0.013, 0.109], [0.026, -0.037, -0.066], [0.029, 0.047, -0.010], [0.011, 0.015, 0.014], [0.185, 0.178, 0.000], [0.034, -0.001, 0.002], [-0.068, -0.127, 0.107], [-0.009, 0.014, -0.063], [0.005, 0.160, -0.038], [-0.115, 0.024, 0.004], [-0.021, -0.168, 0.084], [-0.026, -0.006, -0.005], [-0.014, 0.032, 0.004], [0.115, -0.064, 0.098], [-0.191, 0.221, 0.116], [0.075, 0.030, -0.032], [0.085, -0.190, 0.090], [-0.023, -0.035, 0.021], [-0.075, 0.016, 0.039], [-0.011, 0.004, -0.011], [-0.249, 0.089, 0.163], [-0.192, 0.272, -0.188], [-0.089, 0.157, 0.140], [-0.142, -0.183, 0.156], [0.068, -0.079, -0.043], [-0.109, -0.038, -0.004], [-0.021, -0.051, -0.007], [0.017, 0.021, 0.031], [0.028, 0.022, -0.067], [0.014, -0.022, -0.008], [0.061, -0.167, 0.018], [-0.096, -0.070, -0.032], [0.020, 0.024, 0.006], [-0.064, -0.092, -0.050], [-0.054, -0.142, 0.010], [-0.021, 0.013, 0.036], [-0.016, -0.016, -0.029], [0.053, -0.080, 0.065], [-0.065, 0.305, -0.224], [-0.057, -0.028, 0.065], [0.027, 0.002, 0.032], [0.117, -0.004, -0.087], [0.124, -0.022, -0.090], [0.013, 0.146, 0.020], [0.010, 0.034, -0.006], [-0.014, -0.052, 0.007], [-0.043, -0.108, 0.197], [0.071, -0.033, -0.091], [0.921, -0.356, -0.412], [-0.053, -0.183, 0.211], [0.023, -0.214, 0.107], [-0.039, 0.032, -0.107], [-0.003, 0.007, 0.039], [0.162, 0.234, -0.119], [0.002, -0.098, -0.015], [-0.079, -0.005, 0.086], [-0.413, -0.264, 0.399], [-0.050, 0.098, -0.070], [0.053, 0.009, -0.053], [0.016, 0.006, 0.019], [-0.012, 0.021, 0.095], [-0.064, -0.015, -0.090], [-0.013, -0.045, -0.023], [0.028, 0.055, -0.224], [-0.012, -0.051, -0.022], [0.134, -0.114, -0.773], [0.007, -0.013, 0.017], [0.213, -0.024, -0.139], [-0.020, 0.067, 0.026], [0.011, 0.003, 0.004], [-0.007, -0.017, 0.024], [-0.270, -0.130, 0.164], [-0.011, -0.002, -0.001], [0.086, 0.131, -0.045], [-0.034, 0.068, 0.079], [0.008, -0.006, 0.031], [0.000, -0.014, 0.021], [-0.003, -0.004, -0.012], [-0.034, 0.099, -0.083], [-0.035, 0.005, 0.000], [-0.084, 0.075, -0.021], [0.177, 0.005, -0.019], [0.025, -0.021, -0.004], [-0.003, -0.009, 0.026], [-0.087, 0.052, -0.228], [0.031, -0.025, 0.123], [0.105, 0.111, 0.003], [-0.072, 0.152, -0.402], [-0.226, -0.045, 0.104], [-0.003, 0.003, 0.004], [-0.085, -0.020, 0.014], [0.086, -0.065, 0.048], [-0.020, -0.009, 0.007], [0.003, -0.010, -0.001], [-0.058, -0.092, 0.044], [-0.245, -0.064, 0.182], [0.018, 0.198, 0.064], [0.021, -0.004, -0.114], [0.005, -0.012, -0.008], [-0.006, 0.017, 0.010], [0.085, -0.059, 0.051], [0.010, -0.030, 0.015], [0.103, 0.149, -0.005], [0.016, 0.006, 0.005], [0.051, 0.037, 0.026], [0.000, -0.009, 0.006], [-0.008, 0.028, -0.001], [0.042, -0.014, -0.047], [0.032, -0.072, 0.033], [-0.036, -0.026, 0.032], [-0.103, -0.070, 0.108], [-0.057, 0.013, -0.042], [0.051, 0.005, 0.032], [0.007, 0.021, 0.004], [-0.040, 0.140, -0.030], [-0.056, -0.060, -0.017], [-0.010, -0.020, 0.020], [0.005, 0.012, -0.015], [0.021, 0.069, 0.138], [-0.034, 0.084, 0.090], [0.126, -0.087, 0.023], [0.058, -0.044, 0.005], [0.170, 0.723, -0.218], [-0.049, 0.082, -0.050], [0.242, 0.111, -0.064], [-0.014, 0.008, -0.003], [-0.012, 0.033, 0.038], [-0.093, -0.005, 0.011], [-0.002, -0.037, 0.006], [-0.074, -0.056, 0.009], [0.007, -0.099, 0.093], [-0.006, -0.014, 0.040], [-0.113, 0.075, 0.064], [0.033, -0.036, 0.018], [0.014, 0.017, 0.015], [-0.081, 0.037, 0.086], [0.011, 0.004, 0.010], [0.157, -0.324, -0.170], [-0.005, -0.024, 0.035], [0.143, -0.049, -0.039], [-0.070, -0.031, 0.029], [0.012, 0.040, -0.003], [0.014, 0.004, 0.015], [0.044, -0.028, 0.007], [-0.134, -0.057, 0.201], [0.040, 0.038, -0.012], [-0.030, -0.011, -0.112], [0.012, 0.027, 0.014], [0.032, 0.016, -0.015]],
  "lowdin_charge": [0.1028, 0.1180, -0.5002, -0.1482, 0.0670, 0.0913, 0.0909, 0.1728, 0.0916, 0.1595, 0.1044, 0.0921, -0.0444, -0.5185, 0.0976, 0.0989, -0.0229, 0.1161, -0.0987, 0.0423, 0.0500, -0.0443, 0.0927, -0.2786, 0.1789, -0.1214, -0.1253, -0.0106, -0.0478, -0.0249, 0.0824, 0.0882, 0.0815, -0.0847, -0.0141, 0.0837, -0.0242, -0.1448, -0.4136, 0.1241, 0.1143, -0.1525, 0.0358, 0.0826, -0.5083, 0.0812, -0.0801, 0.0921, -0.2694, -0.4023, -0.2497, 0.9622, -0.4076, 0.0543, -0.0261, 0.0859, -0.4144, -0.1080, -0.0414, -0.0094, -0.0611, 0.0812, 0.0922, 0.0780, -0.0409, -0.0276, 0.0605, -0.0982, -0.8038, 0.0713, -0.1878, -0.0347, 0.0851, 0.0876, -0.2790, 0.0936, -0.0336, -0.0935, 0.1000, 0.0862, 0.1051, -0.1005, 0.1245, -0.0449, -0.0195, 0.0667, 0.0775, -0.1834, -0.0203, 0.0768, 0.1871, -0.0318, 0.0942, -0.2530, -0.4972, -0.0203, 0.0842, 0.1464, -0.2511, -0.1224, -0.0654, 0.0943, -0.1005, 0.0500, 0.0853, 0.0699, 0.0903, 0.0570, 0.0834, 0.0848, -0.0966, -0.0508, 0.1002, -0.1549, -0.2604, 0.0812, 0.1056, 0.0738, -0.0427, 0.0914, 0.0786, 0.0850, -0.0212, 0.0837, 0.0709, -0.3970, -0.0253, -0.1725, 0.0925, 0.1246, -0.2537, 0.0844, -0.0179, 0.0641, 0.0809, 0.1186, 0.0897, 0.0898, -0.0028, 0.0923, -0.0727, 0.0730, 0.1241, 0.0704, 0.1015, 0.0885, -0.0998, 0.1458, -0.1025, -0.0394, 0.0770, 0.0808],
  "spin_multiplicity": 1,
  "lumo_energy_ev": 3.571,
  "total_charge": -2
}